Record 1
This record from the OMol25 dataset describes a cluster of 12 separate species, C12H48O12 in total. The level of theory is the ωB97M-V functional and the def2-TZVPD basis.

```
72
C12H48O12, DFT the ωB97M-V functional and the def2-TZVPD basis
H -0.923 -1.110 -5.273
O 3.720 0.000 1.669
H 0.792 -3.397 -0.924
C 2.772 3.439 2.080
H 0.572 1.021 3.615
H 0.626 -0.048 -1.603
H 3.525 2.772 -1.874
H -3.001 -0.873 0.190
H 5.223 0.920 0.574
H 2.149 4.255 2.443
H -3.728 0.742 0.211
H 3.421 3.900 1.333
O -1.043 0.428 -3.860
H 1.228 2.224 1.943
O 1.974 2.469 1.381
H -0.935 1.817 1.404
O 1.959 -4.240 -2.379
O -4.883 -0.748 -0.662
H -1.803 1.007 3.947
H 1.367 -0.851 2.893
H 0.314 -3.233 1.100
O -0.576 -1.194 -0.323
H -3.271 -1.465 -1.789
H -1.179 -4.429 3.195
H 2.159 -4.377 -0.353
H -2.376 -3.606 -2.059
H -0.204 0.472 -5.703
C -3.932 -0.324 0.327
O -2.188 3.294 0.663
H -1.819 -3.092 2.184
H -1.597 -0.180 -3.353
O -0.708 1.319 2.202
H -0.511 0.906 -0.657
H 3.746 0.633 -0.327
H -3.519 -3.099 -3.363
H -1.838 4.983 -0.501
C -1.912 1.000 2.859
C -2.560 -2.914 -2.884
O 1.314 0.760 4.174
H -1.739 -3.032 -3.585
H 2.890 -4.307 -2.604
H -1.339 3.488 -1.243
C 1.428 -0.644 3.968
C 0.110 0.001 -0.640
H -2.744 1.662 2.622
H -5.729 -0.929 -0.247
H 2.429 2.749 -3.264
O -0.082 -4.012 1.504
O -2.530 -1.563 -2.400
H 0.874 0.156 0.126
H 0.585 -1.154 4.452
H -3.121 3.375 0.452
H 1.595 2.708 -0.548
H -1.069 -1.481 -1.105
H -2.193 -0.029 2.600
H 2.392 -2.705 -0.998
C -0.914 -3.593 2.554
C 4.399 0.210 0.439
H 4.794 -0.742 0.089
H -0.425 -2.847 3.198
C -1.039 -0.027 -5.215
H -1.955 0.288 -5.724
O 1.504 3.026 -1.457
C 2.545 2.438 -2.228
C -1.388 4.010 -0.284
H 2.489 1.347 -2.195
H -4.279 -0.523 1.342
C 1.837 -3.644 -1.095
H 2.348 -1.088 4.336
H 2.962 0.595 1.708
H -0.392 4.140 0.125
H 3.401 2.945 2.817
```

Values from the calculation:
SMILES	CO.CO.CO.CO.CO.CO.CO.CO.CO.CO.CO.CO
LUMO energy	0.2261	eV
HOMO	-9.85	eV
energy above the lowest of the compared OMol25 structures with the same formula, charge and spin	439.8	kJ/mol
Kohn-Sham gap	10.1	eV
energy	-37787.953	eV

Record 2
This record from the OMol25 dataset describes a cluster of 12 separate species, C12H48O12 in total. The level of theory is the ωB97M-V functional and the def2-TZVPD basis.

```
72
C12H48O12, DFT the ωB97M-V functional and the def2-TZVPD basis
C 6.325 -7.198 -1.062
H 5.094 -4.794 2.570
H 5.489 -3.260 1.920
C 4.916 -6.563 6.031
O 6.928 -4.268 3.095
H 5.896 0.567 2.225
H 10.688 -3.759 1.617
O 6.111 2.607 2.397
H 10.918 -6.964 -0.182
H 5.271 -8.558 6.091
H 12.604 -7.910 1.142
O 11.087 -4.054 -2.233
H 9.108 -8.129 3.292
H 8.811 -4.141 -4.960
H 4.023 -5.941 6.085
H 6.982 -8.068 -1.074
H 1.330 -8.860 4.254
H 9.139 -6.707 1.821
C 8.193 -7.540 3.233
H 5.652 2.695 1.559
O 4.659 -7.894 5.764
C 5.665 1.366 2.930
H 6.952 -1.895 3.391
C 5.922 -4.238 2.130
H 11.615 -7.626 5.590
H 10.897 -6.224 5.089
H 8.850 -5.672 -2.670
O 5.529 -7.096 -2.306
H 4.599 1.265 3.130
C 10.347 -3.295 2.543
C 1.420 -7.906 3.734
H 6.320 1.238 3.792
H 5.404 -6.315 6.973
H 8.450 -1.715 5.035
H 7.399 -5.293 -3.657
H 11.908 -6.984 2.487
H 7.988 -7.310 4.278
H 6.173 -4.665 1.160
H 5.935 -7.639 -2.986
H 5.618 -7.299 -0.239
H 11.685 -6.915 7.812
H 10.510 -4.475 -2.875
H 8.506 -6.502 -4.189
O 2.722 -7.398 3.680
H 11.369 -1.839 3.217
O 10.747 -6.996 0.763
H 6.810 -2.355 5.588
C 10.944 -6.858 5.975
O 11.337 -2.792 3.326
H 9.751 -2.458 2.180
H 10.199 -4.038 -0.490
O 9.307 -4.616 -4.289
H 7.330 -8.096 2.866
H 3.223 -7.476 4.495
C 7.401 -1.505 5.247
H 0.849 -7.206 4.343
O 11.640 -6.239 7.132
H 6.829 -6.290 -0.732
H 9.752 -4.031 3.082
H 9.189 -3.246 -1.796
H 10.664 -2.453 -1.067
O 6.770 -1.197 4.025
H 7.496 -5.024 2.930
C 12.003 -7.039 1.402
H 9.999 -7.372 6.150
C 8.460 -5.540 -3.679
H 12.694 -6.236 1.147
C 10.180 -3.384 -1.362
H 7.254 -0.643 5.897
O 8.536 -6.372 2.488
H 0.954 -7.901 2.749
H 5.557 -6.205 5.225
```

Values from the calculation:
SMILES	CO.CO.CO.CO.CO.CO.CO.CO.CO.CO.CO.CO
LUMO energy	0.2465	eV
HOMO	-9.65	eV
energy above the lowest of the compared OMol25 structures with the same formula, charge and spin	680.0	kJ/mol
Kohn-Sham gap	9.9	eV
energy	-37785.464	eV

Record 3
This record from the OMol25 dataset describes a cluster of 11 separate species, C12H49N3O11 in total. The level of theory is the ωB97M-V functional and the def2-TZVPD basis.

```
75
C12H49N3O11, DFT the ωB97M-V functional and the def2-TZVPD basis
H 2.287 -3.709 1.276
H 1.671 4.189 -3.793
H -3.046 0.862 1.177
C 0.571 2.885 -0.872
H -0.882 -0.491 2.452
H 1.530 4.719 1.977
O -6.383 -2.851 1.875
H -5.151 -2.232 3.447
H -3.747 -2.728 0.747
H 5.222 1.577 -5.485
C -6.949 -3.829 2.631
H 4.510 -2.124 -3.630
H 3.781 -3.036 -2.366
N -4.557 0.292 2.090
O 0.361 -0.921 -2.408
H 2.047 -0.890 2.604
H 1.746 5.321 0.235
C 1.282 3.455 -3.086
H 2.539 3.898 0.805
C -5.771 -1.820 2.651
H 1.412 2.194 -0.805
H 4.783 -0.870 -1.456
O -0.734 -0.346 3.387
C 1.624 4.480 0.918
H 2.144 -2.352 1.931
O 2.012 -1.393 3.418
H 2.409 0.811 2.241
H 2.072 2.705 -3.048
H 3.674 1.279 -2.116
C -3.633 -1.713 1.129
H 2.708 0.372 -3.188
C -4.975 -1.026 1.611
H 0.436 -2.402 -1.353
O 4.700 0.509 -3.768
H -0.126 3.133 2.473
H -3.260 -1.126 0.290
H -7.501 -4.511 1.983
O 2.051 -2.800 1.091
H -0.385 2.453 -1.168
H 0.393 2.950 -3.461
H 0.574 -3.364 -0.193
H -0.624 -1.173 -0.570
H -5.546 -0.839 0.701
N 2.750 -0.973 -1.046
C 0.421 3.669 0.498
H 3.490 1.473 -5.176
H 2.795 -1.126 3.899
N 0.016 2.719 1.563
H 0.235 -0.548 0.508
H 1.278 -0.713 -2.232
O 0.966 3.914 -1.786
O 0.162 -3.268 -1.051
H 0.211 -0.612 -3.301
H -4.356 0.134 3.067
C 4.469 1.519 -4.700
H -7.639 -3.551 3.428
O 1.874 0.480 1.519
C 3.681 -2.104 -2.923
H -5.385 0.837 2.286
H 1.169 1.121 1.428
H -1.705 0.820 0.476
H 2.750 -2.257 -3.470
H -2.939 -1.810 1.964
H 0.154 -0.669 3.542
H 2.577 -0.217 -0.400
H 4.470 2.506 -4.238
C 3.833 -0.931 -1.988
C 3.691 0.369 -2.716
H -0.776 2.128 1.354
O -2.431 1.407 0.687
H 2.751 -1.768 -0.423
H -6.184 -4.481 3.051
H -6.480 -1.159 3.151
H -0.446 4.315 0.360
O -0.672 -0.766 0.295
```

Values from the calculation:
SMILES	COC[C@H](C)N.COC[C@H](C)N.COC[C@H](C)N.O.O.O.O.O.O.O.O
LUMO energy	0.0065	eV
HOMO	-9.19	eV
energy above the lowest of the compared OMol25 structures with the same formula, charge and spin	118.9	kJ/mol
Kohn-Sham gap	9.2	eV
energy	-40230.301	eV

Record 4
This record from the OMol25 dataset describes a cluster of 13 separate species, C12H50F6N2O12P in total. The level of theory is the ωB97M-V functional and the def2-TZVPD basis.

```
83
C12H50F6N2O12P, DFT the ωB97M-V functional and the def2-TZVPD basis
H -1.126 3.549 -4.767
H -4.376 -3.014 2.802
H 0.660 -3.469 1.519
H 1.155 -0.905 -2.052
C 0.230 -4.457 1.681
H 0.785 4.253 -2.380
H -3.121 4.290 -4.299
C -3.056 3.214 -4.134
F 1.491 0.756 -0.606
H 6.161 1.991 -3.285
C 5.595 1.392 -0.620
H 3.827 1.640 1.644
H 0.298 5.411 -3.224
C -2.992 -2.926 4.379
O 1.507 -1.318 -2.841
H -2.215 -2.128 0.174
H 2.330 1.842 1.740
O 0.343 5.100 -2.320
H -3.511 2.710 -4.987
H -3.705 3.721 -2.440
C 4.715 2.003 -1.691
F -0.199 2.242 -0.486
H 5.150 -1.047 -0.043
O -3.779 2.933 -2.984
F -1.537 0.810 0.326
H -2.918 -1.844 4.263
C -1.655 -3.503 4.874
O -2.471 -3.143 1.935
H -3.979 -2.312 0.749
H -2.900 -1.146 1.410
H 1.180 2.396 -1.785
C -1.647 2.884 -4.078
H 3.527 2.657 -0.282
H 0.737 -1.652 -3.301
H 3.912 -0.833 1.158
H -3.889 -2.470 6.190
H 1.129 -5.132 -0.186
O -0.159 -0.862 3.193
C 5.413 2.675 -2.885
N 3.993 3.070 -1.077
N -3.973 -3.113 5.416
H 6.288 2.187 -0.341
H 5.914 3.577 -2.532
O -4.768 1.599 0.240
H -0.720 -4.387 2.212
H -1.285 -2.927 5.723
H 2.475 3.014 -2.265
H -3.490 -4.521 2.959
O 1.601 2.762 -2.563
H 4.077 1.174 -1.999
F 0.390 1.110 1.444
H -0.959 -3.329 4.053
F 0.086 -0.888 0.432
C -3.399 -3.438 3.035
C 0.152 -5.100 0.296
H -0.391 -1.559 2.579
H 3.525 -0.489 -0.569
O -0.106 -6.468 0.518
H -1.179 3.017 -3.103
H 4.644 2.841 -3.640
H -1.415 1.851 -4.335
F -0.481 0.275 -1.577
O -2.937 0.136 -2.610
H -1.728 -4.579 5.029
H 4.600 3.766 -0.669
H -2.139 0.297 -2.107
H -3.405 0.971 -2.592
H -0.993 -6.552 0.875
H -4.264 0.928 -0.220
P -0.015 0.695 -0.079
H -0.087 -0.078 2.648
H 6.382 0.709 -0.939
H -3.367 2.987 0.369
O 4.791 0.918 0.454
H -0.650 -4.647 -0.287
C -2.929 -2.154 0.996
C 4.283 -0.439 0.213
O 3.163 2.197 2.050
O -2.510 3.413 0.411
H -5.184 1.133 0.964
H -1.901 2.762 0.063
H 0.890 -4.976 2.377
H -3.887 -4.049 5.785
```

Values from the calculation:
LUMO energy	2.5277	eV
total charge	-1
HOMO	-7.34	eV
Kohn-Sham gap	9.9	eV
energy	-66406.636	eV

Record 5
This record from the OMol25 dataset describes a cluster of 13 separate species, C12H50O19 in total. The level of theory is the ωB97M-V functional and the def2-TZVPD basis.

```
81
C12H50O19, DFT the ωB97M-V functional and the def2-TZVPD basis
H -1.360 11.030 29.019
H 2.050 7.209 30.686
H -4.846 4.703 33.613
H 0.731 4.177 34.692
C 2.675 11.664 28.843
H -6.883 14.064 30.409
O -1.763 11.119 28.150
O 0.054 8.042 32.612
O -0.827 3.824 32.680
O 2.443 4.725 33.788
H -6.574 5.909 34.729
H -1.324 6.988 27.455
O -3.058 7.528 31.229
H -3.520 9.967 28.460
O 0.697 10.841 32.031
H -6.305 5.755 31.678
H 0.170 9.016 32.648
O -7.230 7.442 32.406
C -1.645 8.851 28.025
H 0.855 4.585 31.636
H 0.790 10.443 31.219
O -5.776 4.373 33.781
H 2.888 11.773 29.922
O -4.508 7.387 28.370
H -5.504 13.217 31.921
H -6.041 11.542 30.237
C -6.636 5.487 33.769
H -3.896 8.063 31.191
C -0.795 7.659 31.633
H 3.144 10.765 28.691
H 1.456 6.782 28.770
H -8.092 7.018 32.459
H 1.618 11.083 32.186
H 0.651 5.749 33.968
H -4.666 12.117 29.213
O -2.076 7.625 27.405
H -0.393 7.768 30.613
H -5.272 6.800 32.729
H -2.331 8.392 32.937
H -1.022 2.902 32.874
H 2.300 13.223 27.857
H -1.534 8.691 29.101
H 1.206 9.404 28.932
O 2.123 6.762 31.535
H -6.355 8.621 31.092
C -2.153 8.332 31.884
O -5.955 14.206 30.206
H 2.797 7.439 28.963
H -3.627 7.570 28.086
H -0.855 6.602 32.014
H -2.933 10.125 26.816
H -1.500 12.653 30.767
H -5.281 9.646 30.731
H -7.602 5.052 33.602
O 0.943 10.182 29.367
O -4.117 11.115 30.817
C -5.149 13.316 30.887
O -1.651 11.931 31.352
H 0.892 2.997 32.434
C 1.044 4.744 33.866
O 3.076 12.777 28.117
O -5.444 8.714 30.692
H -3.132 5.606 31.688
O -3.253 4.896 32.309
C 0.576 4.031 32.563
H 1.376 7.088 32.014
H 0.862 11.105 27.647
H -4.135 13.765 31.050
H 2.846 5.548 33.441
C -2.612 10.027 27.831
C -5.053 11.954 30.230
H -3.261 11.519 31.042
C -6.317 6.381 32.580
H 0.563 12.146 29.016
H -2.377 4.580 32.580
O 1.834 7.613 29.040
H -0.679 9.037 27.605
C 1.201 11.377 28.601
H -2.160 9.377 31.474
H -0.761 11.714 31.610
H -4.652 7.655 29.283
```

Values from the calculation:
LUMO energy	-0.4853	eV
HOMO	-9.54	eV
energy above the lowest of the compared OMol25 structures with the same formula, charge and spin	243.2	kJ/mol
Kohn-Sham gap	9.1	eV
energy	-52153.393	eV

Record 6
This record from the OMol25 dataset describes a structure of composition C12H5Cl2F5GaNO4S6. The level of theory is the ωB97M-V functional and the def2-TZVPD basis.

```
36
C12H5Cl2F5GaNO4S6, DFT the ωB97M-V functional and the def2-TZVPD basis
C -4.407 4.048 -1.077
N 1.402 -1.651 2.444
C -3.677 2.037 0.629
S 1.139 -5.953 -0.691
C 2.242 2.161 -1.369
O 1.828 1.284 1.057
H 3.010 2.515 -0.683
C -0.399 -3.829 -0.290
O 1.074 -0.600 4.710
C 1.679 0.476 0.173
H 5.601 -1.829 -0.733
S -1.617 -5.092 -0.251
S -1.318 1.446 -0.672
F -6.397 4.415 0.175
H 6.636 -1.816 0.728
C 0.866 -4.232 -0.496
C -2.793 2.310 -0.431
Cl 4.490 -0.985 1.137
S -0.931 -2.165 -0.102
F -4.758 5.042 -1.923
S 2.256 -3.162 -0.586
F -2.483 3.729 -2.323
C -0.542 -6.459 -0.527
H 2.594 2.207 -2.398
C -4.860 2.721 0.836
C -5.241 3.739 -0.019
Cl 6.688 0.231 -0.417
O -0.909 -7.612 -0.591
S 0.754 -0.613 3.284
O 1.936 0.785 -1.124
C -3.229 3.352 -1.267
H 1.336 2.756 -1.248
Ga 1.177 -1.453 0.511
F -5.658 2.403 1.876
F -3.391 1.066 1.508
C 5.901 -1.272 0.147
```

Values from the calculation:
LUMO energy	3.9280	eV
total charge	-2
HOMO	-1.65	eV
energy above the lowest of the compared OMol25 structures with the same formula, charge and spin	56.1	kJ/mol
Kohn-Sham gap	5.6	eV
energy	-178228.364	eV

Record 7
This record from the OMol25 dataset describes a structure of composition C12H5Cl36FINO2S. The level of theory is the ωB97M-V functional and the def2-TZVPD basis.

```
59
C12H5Cl36FINO2S, DFT the ωB97M-V functional and the def2-TZVPD basis
H 0.940 -2.954 -1.117
C 0.486 5.286 1.893
Cl 3.452 -4.066 -1.268
C 1.056 1.208 5.784
Cl 6.828 0.799 5.926
Cl -1.195 4.012 9.693
Cl 1.378 3.322 8.561
H -1.705 -4.024 -2.206
Cl 1.926 6.618 -5.289
S -4.265 -1.850 -1.513
Cl 4.947 1.975 4.065
C 1.333 1.807 -2.186
Cl 1.523 4.422 0.744
Cl 2.409 0.968 6.909
Cl 1.082 6.946 2.097
Cl 0.216 5.092 -3.521
Cl 0.663 6.103 8.940
Cl -3.120 -0.355 -5.851
Cl -0.233 5.026 -6.379
C 0.518 4.466 9.608
N -2.712 -2.409 -1.120
C 0.271 6.042 -5.016
Cl 4.653 -0.796 4.871
Cl 0.504 2.899 5.839
C -0.651 -2.128 -2.475
C 0.304 -2.090 -1.428
I -2.700 -3.685 0.495
Cl -4.246 -2.184 -7.795
H -0.465 -1.614 -3.455
Cl -2.642 -8.946 -0.189
Cl -5.562 -1.795 -5.251
C 4.082 -2.947 -2.492
Cl 1.222 2.118 -3.931
Cl 1.211 0.046 -1.876
C -1.995 -2.941 -2.305
Cl 4.211 -1.319 -1.800
C -3.994 -1.883 -6.065
H -2.540 -2.844 -3.285
F -4.839 -1.180 -0.122
Cl 2.986 -2.912 -3.886
Cl 2.891 2.412 -1.578
Cl 6.843 -0.012 3.146
Cl 0.517 4.446 3.455
Cl -3.110 -6.270 -1.197
C 5.817 0.491 4.502
Cl 1.221 4.428 11.237
Cl -3.532 -8.568 -2.920
Cl 0.008 2.637 -1.350
O -4.133 -0.769 -2.526
Cl -5.344 -8.050 -0.720
Cl -0.284 0.137 6.232
Cl 5.685 -3.494 -3.017
Cl 1.591 0.828 4.135
Cl -1.176 5.327 1.273
Cl -3.035 -3.213 -5.375
Cl -0.823 7.431 -4.877
H 0.383 -1.126 -0.797
C -3.658 -7.960 -1.258
O -5.197 -2.908 -1.970
```

Values from the calculation:
LUMO energy	-1.4464	eV
HOMO	-8.31	eV
Kohn-Sham gap	6.9	eV
energy	-490560.354	eV

Number 1: F_max 1.14 eV/A. Number 2: F_max 2.50 eV/A. Number 3: F_max 2.64 eV/A. Number 4: F_max 2.72 eV/A. Number 5: F_max 4.42 eV/A. Number 6: F_max 0.50 eV/A. Number 7: F_max 4.92 eV/A.